[1]
DFT (ωB97M-V/def2-TZVPD) results for C44H31BDyF3N9O2S as an isolated structure in a non-equilibrium geometry.

Last column: Löwdin spin population.
CARTESIAN COORDINATES (ANGSTROEM)
Dy -0.43 -0.32 0.40  5.055
C -1.90 -6.82 -1.48  0.001
C -1.17 -7.15 -0.32  0.000
C -0.45 -6.20 0.42  0.001
C -0.52 -4.91 -0.05  0.001
C 0.15 -3.68 0.46  0.010
N -0.22 -2.66 -0.41  -0.012
C -0.94 -3.14 -1.41  0.003
N -1.30 -2.49 -2.55  -0.002
C -0.93 -1.28 -2.80  -0.001
C -1.16 -0.68 -4.15  -0.002
C -1.82 -1.15 -5.30  0.000
C -1.75 -0.28 -6.40  -0.001
C -1.13 0.95 -6.37  0.000
C -0.47 1.34 -5.24  -0.001
C -0.51 0.52 -4.11  -0.001
C 0.03 0.68 -2.77  -0.009
N 0.72 1.75 -2.48  0.004
C 1.38 1.85 -1.32  -0.013
N 1.54 0.97 -0.29  -0.011
C 2.49 1.40 0.54  -0.006
N 3.08 0.66 1.48  0.002
C 2.76 -0.62 1.67  0.003
N 1.58 -1.28 1.30  -0.010
C 1.72 -2.54 1.72  0.012
N 1.02 -3.64 1.42  -0.003
C 2.97 -2.74 2.43  0.002
C 3.54 -3.84 3.15  0.002
C 4.82 -3.68 3.68  0.001
C 5.47 -2.46 3.55  0.002
C 4.88 -1.38 2.91  0.000
C 3.64 -1.54 2.34  0.002
C 3.03 2.67 0.12  -0.003
C 4.08 3.45 0.56  -0.001
C 4.35 4.58 -0.18  -0.002
C 3.60 4.90 -1.32  -0.001
C 2.57 4.11 -1.78  -0.001
C 2.30 2.96 -1.05  -0.002
N -0.29 -0.38 -2.00  -0.008
C -1.22 -4.58 -1.18  0.001
C -1.94 -5.52 -1.91  0.000
H -2.40 -7.57 -2.04  0.000
H -1.17 -8.21 0.03  0.000
H 0.04 -6.47 1.36  0.000
H -2.28 -2.11 -5.35  0.000
H -2.14 -0.59 -7.37  0.000
H -1.17 1.57 -7.24  0.000
H 0.08 2.26 -5.18  0.000
H 2.98 -4.76 3.25  0.000
H 5.31 -4.51 4.15  0.000
H 6.49 -2.38 3.92  0.000
H 5.39 -0.42 2.87  0.000
H 4.61 3.24 1.47  0.000
H 5.10 5.31 0.14  0.000
H 3.91 5.82 -1.88  0.000
H 1.97 4.35 -2.69  0.000
H -2.53 -5.25 -2.78  0.000
F -5.01 -3.18 2.47  0.000
C -4.77 -3.71 1.32  0.000
F -3.86 -4.69 1.49  0.000
F -5.91 -4.33 0.90  0.000
C -4.29 -2.67 0.31  0.000
C -4.99 -2.46 -0.81  0.000
C -4.62 -1.46 -1.73  0.000
C -3.54 -0.66 -1.43  0.000
N -2.78 -0.89 -0.30  -0.013
C -3.15 -1.84 0.60  -0.001
S -2.22 -1.91 2.01  -0.006
H -5.89 -3.05 -0.99  0.000
H -5.21 -1.31 -2.59  0.000
H -3.22 0.17 -2.04  0.000
C -2.14 4.88 1.40  0.000
C -0.72 4.43 1.46  0.000
C 0.16 5.45 0.78  0.000
O -0.67 3.24 0.63  0.001
B -0.70 2.14 1.50  0.002
O -0.64 2.59 2.84  0.003
C -0.21 3.96 2.85  0.001
C -0.76 4.68 4.06  0.000
C 1.35 4.01 3.02  0.000
H -2.40 5.07 0.36  0.000
H -2.36 5.81 2.00  0.000
H -2.87 4.17 1.74  0.000
H -0.21 5.60 -0.24  0.000
H 1.16 5.08 0.71  0.000
H 0.23 6.36 1.38  0.000
H -1.87 4.69 4.09  0.000
H -0.39 5.71 4.16  0.000
H -0.43 4.13 4.95  0.000
H 1.79 3.54 2.15  0.000
H 1.67 3.37 3.86  0.000
H 1.71 5.03 3.15  0.000

Properties
HOMO energy (alpha / beta) = -3.75 / -3.74 eV
Lowest unoccupied orbital energy (alpha / beta) = 0.03993 / 0.03944 Ha
Relative energy (zero: lowest compared OMol25 entry of this formula, charge and spin) = 0.0 kJ/mol
<S²> = 9.33
Max |F| = 0.04699 hartree/bohr
Multiplicity = 6
DFT total energy = -107393.9588 eV
Gap between HOMO and LUMO (alpha / beta) = 0.1776 / 0.1770 Ha
Charge = -1

[2]
DFT (ωB97M-V/def2-TZVPD) results for a 8-piece molecular cluster, C28H66F3N4O14S overall in a non-equilibrium geometry.

Last column: Löwdin spin population.
CARTESIAN COORDINATES (ANGSTROEM)
C 0.24 0.15 -0.87  0.000
F 0.49 -0.96 -1.57  0.000
F -1.03 0.61 -0.84  0.000
F 0.66 -0.07 0.36  0.000
S 1.49 1.43 -1.50  0.000
O 2.88 0.94 -1.32  0.000
O 1.39 1.48 -3.00  0.000
O 1.10 2.65 -0.75  0.000
C -4.91 0.57 -3.84  0.000
C -3.48 0.35 -3.50  0.000
O -2.91 -0.69 -4.26  0.000
O -5.69 -0.55 -3.59  0.000
H -4.94 0.77 -4.91  0.000
H -5.46 1.39 -3.39  0.000
H -3.28 0.07 -2.47  0.000
H -3.00 1.23 -3.94  0.000
H -2.01 -0.44 -4.47  0.000
H -5.20 -1.34 -3.83  0.000
C 1.84 -0.56 -5.67  0.000
C 0.47 0.18 -5.81  0.000
O -0.30 0.12 -4.62  0.000
O 2.92 0.16 -5.04  0.000
H 2.19 -0.72 -6.69  0.000
H 1.76 -1.57 -5.26  0.000
H -0.03 -0.40 -6.59  0.000
H 0.42 1.22 -6.14  0.000
H 0.28 0.61 -4.04  0.000
H 2.75 0.26 -4.10  0.000
C 2.97 5.01 -3.95  0.000
C 3.97 3.91 -3.57  0.000
O 5.07 4.09 -4.53  0.000
O 3.47 6.33 -3.65  0.000
H 2.03 4.93 -3.41  0.000
H 2.76 4.97 -5.02  0.000
H 3.60 2.88 -3.61  0.000
H 4.24 4.04 -2.53  0.000
H 4.94 4.84 -5.12  0.000
H 4.19 6.22 -3.02  0.000
C 5.92 0.05 -2.06  0.000
C 5.65 -1.44 -2.51  0.000
O 6.51 -1.92 -3.51  0.000
O 5.76 0.34 -0.67  0.000
H 5.28 0.65 -2.71  0.000
H 6.97 0.29 -2.27  0.000
H 4.66 -1.49 -2.96  0.000
H 5.72 -2.15 -1.69  0.000
H 6.84 -2.79 -3.28  0.000
H 5.18 1.10 -0.56  0.000
C 3.40 4.68 0.69  0.000
O 4.34 5.36 1.07  0.000
N 3.16 3.58 1.25  0.000
N 2.67 4.83 -0.39  0.000
H 2.57 3.01 0.66  0.000
H 3.74 3.29 2.02  0.000
H 3.06 5.39 -1.13  0.000
H 1.88 4.20 -0.42  0.000
C -3.68 -4.98 -1.82  0.007
C -3.27 -4.13 -0.52  0.048
C -4.62 -3.83 0.26  0.022
C -4.73 -3.60 1.71  0.004
C -3.30 -3.37 2.22  0.000
C -2.29 -4.50 1.95  0.044
N -2.62 -4.92 0.55  0.621
O -1.72 -5.75 -0.10  0.108
C -0.84 -3.97 2.05  0.036
C -2.64 -5.63 2.93  0.021
C -2.37 -2.83 -0.90  0.057
H -4.24 -5.90 -1.64  0.000
H -2.85 -5.28 -2.45  0.000
H -4.35 -4.37 -2.44  0.000
H -4.94 -2.85 -0.11  0.002
H -5.47 -4.46 -0.02  0.000
H -5.08 -4.48 2.25  0.000
H -5.41 -2.80 1.98  0.000
H -3.41 -3.18 3.29  0.000
H -2.90 -2.38 2.01  0.000
H -0.76 -3.61 3.08  0.004
H -0.05 -4.72 2.13  0.001
H -0.64 -3.17 1.34  0.000
H -3.71 -5.72 3.11  0.000
H -2.05 -6.51 2.68  0.000
H -2.16 -5.50 3.90  0.001
H -2.81 -2.38 -1.80  0.006
H -1.33 -3.08 -1.10  0.001
H -2.30 -2.17 -0.04  0.000
H -2.01 -6.66 -0.05  0.015
C -0.80 3.56 5.32  0.000
C -1.29 2.44 4.40  0.000
C -0.73 2.57 2.94  0.000
C 0.71 2.22 2.83  0.000
C 0.89 0.78 3.40  0.000
C 0.35 0.45 4.81  0.000
N -0.92 1.12 4.92  0.000
O -1.47 0.95 6.19  0.000
C 0.04 -1.01 4.76  0.000
C 1.41 0.71 5.96  0.000
C -2.79 2.67 4.24  0.000
H -1.41 3.69 6.21  0.000
H -0.89 4.48 4.74  0.000
H 0.18 3.46 5.77  0.000
H -1.20 1.88 2.24  0.000
H -0.93 3.48 2.37  0.000
H 1.27 2.99 3.37  0.000
H 1.07 2.29 1.80  0.000
H 1.97 0.72 3.27  0.000
H 0.58 0.05 2.65  0.000
H -0.86 -1.29 4.23  0.000
H 0.83 -1.61 4.31  0.000
H -0.15 -1.37 5.78  0.000
H 1.45 1.74 6.30  0.000
H 1.31 0.01 6.79  0.000
H 2.40 0.40 5.62  0.000
H -3.07 3.58 3.72  0.000
H -3.18 2.64 5.26  0.000
H -3.22 1.74 3.87  0.000
H -2.17 0.34 5.97  0.000

Properties
HOMO energy (alpha / beta) = -8.30 / -8.30 eV
Lowest unoccupied orbital energy (alpha / beta) = -0.04477 / -0.18284 Ha
<S²> = 0.75
Max |F| = 0.12304 hartree/bohr
Multiplicity = 2
DFT total energy = -83709.0205 eV
Gap between HOMO and LUMO (alpha / beta) = 0.2602 / 0.1221 Ha

The highest DFT total energy belongs to which entry?
C28H66F3N4O14S